Record 1
{
  "formula": "C5H8NO2",
  "method": "wB97M-V/def2-TZVPD",
  "elements": ["C", "C", "C", "C", "C", "N", "O", "O", "H", "H", "H", "H", "H", "H", "H", "H"],
  "xyz": [[0.632746, -1.016802, -0.177455], [1.764611, -0.526257, -0.313908], [-0.645279, -1.558489, -0.120366], [-2.323621, 0.434878, -0.052008], [3.743270, 0.867604, 0.036652], [-3.682121, 0.465200, 0.174790], [-1.843067, -1.068811, -0.055425], [2.979250, -0.350289, -0.139422], [-0.607129, -2.644333, -0.217997], [-1.710886, 0.904939, 0.737434], [-2.022471, 0.744166, -1.063742], [3.099288, 1.813411, -0.213847], [4.729397, 0.810032, -0.500489], [4.123164, 1.052597, 1.169645], [-3.861215, 0.158533, 1.141753], [-4.375935, -0.086386, -0.405619]],
  "atomic_forces_ev_per_a": [[-0.142, 1.480, -0.609], [-1.436, -0.670, 1.674], [-0.384, 0.286, -0.622], [0.479, 0.104, -0.922], [0.789, 3.366, 1.942], [-0.987, -1.445, 0.987], [1.845, -1.004, 0.106], [1.152, -0.324, -0.372], [-0.477, -0.048, 0.295], [-0.539, -0.175, -0.378], [-0.187, 0.030, 0.442], [1.298, -1.983, 0.109], [-1.527, -0.221, -0.066], [-1.477, -1.093, -2.376], [-0.124, 0.595, -0.491], [1.716, 1.102, 0.281]],
  "nbo_charge": [-0.326, 0.598, 0.410, 0.093, -0.292, -0.789, -0.439, -0.411, 0.226, 0.212, 0.209, 0.224, 0.246, 0.241, 0.385, 0.413],
  "lumo_energy_ha": -0.1914,
  "e_homo_ev": -14.5,
  "charge": 1
}

Record 2
{
  "formula": "C3H3FOS",
  "method": "wB97M-V/def2-TZVPD",
  "elements": ["C", "C", "C", "H", "H", "H", "O", "F", "S"],
  "xyz": [[-0.492371, 0.336437, -0.346395], [0.620384, -0.664805, -0.294970], [-1.675104, -0.088286, 0.480247], [-0.740955, 0.396988, -1.371780], [0.289959, -1.675111, -0.556168], [-1.805895, 0.136969, 1.538739], [-2.542809, -0.764092, -0.081060], [-0.195830, 1.568352, -0.046468], [2.102773, -0.272585, 0.151413]],
  "atomic_forces_ev_per_a": [[-0.361, -1.793, -0.109], [0.136, 0.140, 0.681], [-2.517, -2.360, -2.040], [-1.046, -0.630, -1.397], [0.178, 0.140, -0.055], [0.494, 0.455, 0.250], [1.405, 1.107, 1.256], [1.556, 3.171, 1.492], [0.156, -0.230, -0.078]],
  "nbo_charge": [0.045, -0.322, 0.386, 0.204, 0.216, 0.154, -0.497, -0.315, 0.131],
  "lumo_energy_ha": -0.0291,
  "smiles": "O=C[C@@H](F)C=S",
  "e_homo_ev": -9.3
}

Record 3
{
  "formula": "C21H46MnNO2P3",
  "method": "wB97M-V/def2-TZVPD",
  "elements": ["Mn", "P", "P", "P", "H", "C", "C", "H", "C", "C", "C", "C", "C", "C", "C", "C", "C", "H", "H", "H", "H", "H", "H", "H", "H", "H", "H", "H", "H", "H", "H", "H", "H", "H", "H", "H", "H", "H", "H", "H", "H", "H", "H", "H", "H", "H", "C", "C", "C", "C", "C", "C", "O", "H", "H", "H", "H", "H", "H", "C", "N", "C", "C", "C", "O", "H", "H", "H", "H", "H", "H", "H", "H", "H"],
  "xyz": [[0.551070, -0.039386, 0.180629], [-0.897799, -1.682451, 2.363875], [0.143889, -2.149441, -1.302365], [-0.654784, 1.985824, 1.494055], [-4.064227, 2.898611, -7.356899], [-3.659073, 3.841592, -6.954379], [-2.459479, 4.295936, -7.319793], [-1.836096, 3.749955, -8.045656], [-2.643845, -1.984386, 2.648078], [-0.069342, -3.269083, 2.171696], [-0.219147, -0.855920, 3.804776], [0.322203, -1.695874, -3.063909], [1.370482, -3.496255, -1.120462], [-1.496948, -2.977772, -1.288388], [-0.710149, 3.490993, 0.453655], [0.103680, 2.641514, 3.034438], [-2.432138, 1.785260, 1.939663], [-4.355524, 4.465751, -6.369805], [-2.123355, 5.310250, -7.051388], [-2.756079, -2.625675, 3.536154], [-3.069856, -2.486171, 1.768143], [-3.166709, -1.029888, 2.803122], [-0.181012, -3.832678, 3.106221], [0.992747, -3.116876, 1.963302], [-0.504578, -3.868040, 1.368648], [-0.958790, -0.880114, 4.617558], [0.040368, 0.192567, 3.605706], [0.687913, -1.352429, 4.166952], [0.506841, -2.593830, -3.668641], [1.164861, -0.999972, -3.162160], [-0.586340, -1.189697, -3.413790], [0.909987, -4.473190, -1.320766], [1.786399, -3.486647, -0.105920], [2.185409, -3.319547, -1.834680], [-1.536951, -3.723330, -2.096987], [-2.279946, -2.224889, -1.461874], [-1.693287, -3.472502, -0.327307], [-0.804638, 4.378773, 1.093074], [-1.554060, 3.435270, -0.245782], [0.219447, 3.544112, -0.126383], [0.050101, 3.738531, 3.019851], [1.159628, 2.339685, 3.060622], [-0.408521, 2.262618, 3.927559], [-2.889631, 2.776704, 2.078730], [-2.545007, 1.198884, 2.862954], [-2.952239, 1.267223, 1.120605], [-0.688149, 1.514890, -2.274170], [-2.049651, 1.042063, -2.206683], [-2.985109, 1.597692, -3.064848], [-2.596775, 2.600014, -3.964709], [-1.272330, 3.052123, -4.046327], [-0.313597, 2.505076, -3.221678], [0.239346, 1.082603, -1.475284], [-0.895292, -0.860248, 1.108787], [-2.292930, 0.264458, -1.463993], [-4.020068, 1.235399, -3.014070], [-3.334363, 3.021902, -4.636759], [-0.985912, 3.823895, -4.750746], [0.731416, 2.798600, -3.220249], [5.469762, -1.587472, 3.471399], [4.059924, -1.663107, 3.071624], [3.237929, -2.571624, 3.863684], [3.559358, -0.954235, 2.049618], [4.473202, -0.053977, 1.289462], [2.333485, -1.036983, 1.729646], [5.627957, -2.233984, 4.329381], [5.753930, -0.563455, 3.748618], [6.131198, -1.916257, 2.658493], [2.189890, -2.490756, 3.565937], [3.574572, -3.608913, 3.726665], [3.339185, -2.321577, 4.927947], [4.401596, -0.320657, 0.226398], [4.106110, 0.975131, 1.406622], [5.519841, -0.104611, 1.612502]],
  "atomic_forces_ev_per_a": [[0.173, 0.452, -0.803], [-0.347, -0.483, 0.133], [0.307, 0.184, -0.477], [-0.007, 0.431, -0.080], [0.296, 0.458, 0.332], [-0.257, 0.134, -0.324], [-0.109, 0.229, -0.413], [-0.264, 0.203, 0.560], [-0.220, 0.141, -0.300], [0.145, -0.028, -0.427], [0.260, 0.624, 0.317], [-0.001, 0.265, 0.111], [0.069, 0.081, 0.349], [-0.039, 0.254, 0.230], [0.243, -0.250, -0.336], [0.323, -0.191, -0.075], [0.121, -0.291, -0.159], [0.438, -0.376, -0.202], [-0.125, -0.605, -0.004], [0.052, 0.195, -0.262], [0.020, 0.067, 0.286], [0.096, -0.331, 0.025], [-0.056, 0.224, -0.028], [-0.148, 0.080, 0.077], [-0.042, 0.119, 0.119], [0.033, -0.020, -0.296], [-0.087, -0.375, 0.018], [-0.229, 0.051, -0.298], [-0.108, 0.230, 0.155], [-0.155, -0.223, -0.097], [0.209, -0.140, 0.011], [0.147, 0.260, -0.024], [-0.003, -0.134, -0.300], [-0.183, -0.090, 0.212], [0.040, 0.210, 0.278], [0.160, -0.268, 0.007], [-0.003, 0.058, -0.349], [-0.069, -0.261, -0.242], [0.187, 0.054, 0.146], [-0.218, 0.194, 0.122], [-0.012, -0.356, 0.123], [-0.231, 0.191, 0.162], [0.140, 0.149, -0.192], [0.160, -0.334, 0.036], [0.005, 0.234, -0.214], [0.014, 0.197, 0.222], [0.504, -0.771, 1.062], [-0.177, 0.312, -0.242], [0.147, -1.108, 1.195], [-0.206, 0.228, -0.395], [0.806, -0.148, 0.352], [-0.324, 0.427, -0.458], [-0.546, -0.394, 0.377], [-0.062, -1.028, 1.551], [0.024, 0.425, -0.457], [0.453, 0.329, -0.188], [0.054, 0.039, 0.020], [-0.211, -0.063, -0.057], [-0.158, 0.095, -0.158], [0.568, 0.305, -0.251], [-0.507, 0.364, -0.570], [-0.111, -0.162, 0.157], [0.112, -0.494, 0.702], [0.180, 0.223, -0.215], [-0.953, 0.335, -0.546], [-0.046, -0.002, -0.031], [-0.152, -0.314, 0.031], [-0.207, -0.034, 0.279], [0.429, -0.029, 0.058], [-0.075, 0.267, -0.004], [-0.052, -0.040, -0.259], [0.089, 0.106, 0.233], [0.159, -0.193, -0.057], [-0.465, 0.108, -0.258]],
  "lowdin_spin": [3.010, 0.023, -0.023, -0.015, 0.000, 0.001, 0.002, 0.000, 0.004, 0.003, 0.003, -0.001, 0.000, -0.007, -0.002, 0.002, -0.004, 0.000, 0.000, 0.001, 0.000, 0.000, 0.001, 0.000, 0.000, 0.001, 0.000, 0.000, -0.001, 0.000, 0.001, 0.000, 0.000, 0.000, -0.001, 0.000, 0.000, -0.001, 0.001, 0.000, 0.000, 0.000, 0.000, -0.001, 0.000, 0.000, 0.132, 0.127, 0.037, 0.250, 0.005, 0.133, 0.273, 0.008, 0.005, -0.002, 0.011, -0.003, 0.004, 0.000, 0.002, 0.000, 0.001, 0.001, 0.016, 0.000, 0.000, 0.000, 0.000, 0.000, 0.000, 0.000, 0.000, 0.000],
  "lumo_energy_ha": [-0.3574, -0.3873],
  "e_homo_ev": [-15.6, -15.6],
  "charge": 3,
  "multiplicity": 5
}

Taking the records one at a time from the top gives relative energy (zero: lowest compared OMol25 entry of this formula, charge and spin) values of 92.0; 26.1; 13.8 kcal per mole.